Formula: C12H13AsF6N4OsS
Source: OMol25
Level of theory: ωB97M-V/def2-TZVPD

The expectation value of S² is 1.0788. The charge is +3. The multiplicity is 2. For the LUMO energy (alpha / beta), the calculation gives -13.5 / -13.7 eV. For the total energy, the calculation gives -4006.93140 Eh.

Last column: natural (NBO) charge in e.
Cartesian coordinates (Å):
Os1 -0.27 -0.47 0.36  1.234
C1 0.04 3.66 1.49  -0.179
C2 0.55 4.25 0.34  -0.055
C3 0.84 3.45 -0.77  -0.132
C4 0.61 2.09 -0.70  0.117
N1 0.09 1.53 0.44  -0.439
C5 -0.18 2.29 1.51  0.127
C6 0.86 1.12 -1.75  0.155
C7 1.35 1.42 -3.00  -0.237
C8 1.50 0.40 -3.92  0.052
C9 1.16 -0.95 -3.62  -0.130
C10 0.68 -1.28 -2.38  -0.180
C11 0.51 -0.27 -1.39  -0.068
H1 -0.20 4.25 2.36  0.287
H2 0.72 5.32 0.30  0.282
H3 1.25 3.89 -1.66  0.267
H4 -0.59 1.80 2.38  0.253
H5 1.61 2.43 -3.28  0.267
H6 1.87 0.63 -4.92  0.275
H7 1.30 -1.71 -4.38  0.279
H8 0.44 -2.31 -2.18  0.225
N2 -0.55 -2.64 0.47  -0.593
N3 0.42 -3.31 1.26  -0.402
C12 1.36 -2.62 1.91  0.365
N4 2.20 -3.23 2.71  -0.675
S1 1.52 -0.89 1.70  0.185
H9 -1.47 -2.77 0.91  0.449
H10 -0.58 -3.10 -0.44  0.430
H11 0.27 -4.30 1.42  0.449
H12 2.17 -4.22 2.90  0.455
H13 2.93 -2.71 3.18  0.463
F1 -1.73 -0.47 2.08  -0.625
As1 -3.43 -0.20 1.38  2.854
F2 -4.14 0.14 2.84  -0.527
F3 -3.49 -1.90 1.40  -0.573
F4 -4.65 -0.09 0.25  -0.527
F5 -2.11 -0.61 -0.30  -0.553
F6 -2.85 1.36 1.05  -0.578